# 1
Computed, not measured: a molecular structure, C20H41MoN2P3S, with wB97M-V/def2-TZVPD.

Structure (XYZ):
```
68
C20H41MoN2P3S wB97M-V/def2-TZVPD
C -2.33166 2.08986 -1.47221
Mo -0.43816 -0.50647 -0.03462
H -1.29340 -3.13350 2.69394
H 2.73442 -1.37488 -3.35950
H -3.11391 2.91088 -3.30027
C 2.41132 -0.84128 2.32503
C -2.77871 3.28740 0.61163
H -2.11469 1.13867 -1.98039
H -1.11857 -3.01483 -1.80074
P -0.17497 -2.82758 0.55187
H -2.59398 4.49683 2.60083
C 0.95342 2.47325 -0.58570
H 1.33330 -3.76872 2.25663
C 0.56337 3.00196 -2.72127
H 0.64137 -4.99273 1.14890
H 3.03379 1.28597 -1.47696
H -3.97125 5.02981 0.40960
C 1.09239 3.48093 -1.53781
H 3.94922 -2.27049 -1.50673
H -1.42544 1.58951 0.46776
S -3.02282 3.27550 2.35727
H 0.39896 3.51065 -3.66116
H -0.14340 -1.66879 3.66854
H 0.34618 -0.12311 4.45073
H -2.58674 -0.56165 -1.74040
H 1.60714 0.03231 -3.33339
C -3.01071 3.06010 -2.21714
C 1.79841 -0.97465 -2.94578
N 0.36316 1.37499 -1.14460
C -0.40818 -3.53635 -1.14646
P 1.96728 -0.90618 -1.11926
H 2.01486 -3.99328 0.60851
H 1.44381 1.60170 3.75446
H 2.17800 1.98015 2.14721
C -2.12683 2.26480 -0.10594
H 1.16060 2.50897 0.47150
C 1.09981 -3.99164 1.20576
H 3.38574 -2.43961 0.16748
C 3.31113 0.35751 -0.96691
C -2.53346 -0.57531 0.50471
H -3.13871 -1.35221 1.02067
H 2.37044 -1.92856 2.18502
H -3.22106 0.28300 0.54250
C -1.51177 -3.45921 1.66675
H -1.51326 -4.55965 1.60572
C -2.24070 -1.13605 -0.86937
H 0.54849 -3.52955 -1.68925
H -1.17411 -0.19911 3.49868
H -3.90601 5.01215 -2.15608
H 2.75742 -0.63736 3.35023
C -3.44020 4.22370 -1.55827
H -2.48671 -2.20945 -0.94698
P 0.76656 -0.01272 2.07690
H -0.79213 -4.55540 -0.99843
H 1.52796 4.44359 -1.33883
H 2.54258 -3.30148 -1.15565
N 0.21276 1.69844 -2.50025
H -0.44947 1.21047 -3.11468
C 1.26064 1.65752 2.66812
H -2.49250 -3.06440 1.40324
H 3.52935 0.60222 0.07779
H 4.21878 -0.05462 -1.43080
H 0.43755 2.36029 2.46774
C -0.14183 -0.57278 3.56824
C -3.44043 4.25899 -0.15109
C 3.05540 -2.37631 -0.87516
H 3.16118 -0.43342 1.63503
H 0.95898 -1.61881 -3.22686
```

As for the spin multiplicity: 3. Its energy relative to the best compared isomer or geometry (same formula, charge and spin) is 73.52 kcal/mol. Its charge is +4. The expectation value of S² is 2.106. The value obtained for the molar mass is 530.491 g mol⁻¹. As for the LUMO energy (spin up / spin down): -14.68 / -15.61 eV.


# 2
Computed, not measured: 2 unconnected molecules or ions with the total composition C20H41O4S, with wB97M-V/def2-TZVPD.

Structure (XYZ):
```
66
C20H41O4S wB97M-V/def2-TZVPD
H -2.95138 1.62483 0.84640
H 1.01290 0.04863 1.55422
H -5.51929 -0.04279 -4.09864
H 7.39626 -3.96920 -1.92284
C -4.90871 -0.75862 -2.12777
C 2.16712 -0.55436 -0.16145
H -3.26104 5.14113 -0.25551
H 2.74564 -1.42501 -0.47088
C -4.17890 -0.84615 1.57858
H -4.90772 1.21669 -3.05361
H -5.10589 0.64631 2.75329
C -3.00887 4.21563 0.25176
C -3.92226 3.03984 2.09047
H -1.54367 -2.41069 1.80756
H 2.44492 1.47721 -2.00675
O 5.26070 -0.35234 -2.43461
H -2.19958 4.39411 0.96147
S -3.30505 -1.26026 0.05912
C 7.31247 -2.93150 -1.61265
H 3.21737 2.66716 -0.97783
C 3.06566 0.69623 -0.12837
C 5.84606 -1.24479 -1.91329
H 0.94242 3.34186 -0.85354
C 6.51946 -2.73708 -0.33608
C -1.58712 -0.80254 0.31141
H 1.39129 -0.39542 -0.91756
H -4.42671 -1.53847 -2.71319
C -0.93748 -1.56931 1.47588
H -5.69745 -1.21603 -1.53188
H 8.03589 -1.89593 0.92657
H 7.87972 -3.65988 1.03804
C 1.49596 -0.85452 1.17753
H 0.48135 -2.42119 0.08625
C 7.32863 -2.72529 0.93465
C 2.51372 1.83666 -0.97888
C -3.87950 -0.10953 -1.20662
H 6.68413 -2.60767 1.80474
H -3.52162 -1.17477 2.38371
H 1.10806 2.32766 0.58670
H -1.11855 -1.06322 -0.63849
C -4.59061 0.60775 1.79308
H -0.84434 -0.86479 2.30165
H 5.70860 -3.46852 -0.27388
H -3.19085 3.56545 2.70964
O -4.17020 3.73926 0.90145
H 3.20838 1.03793 0.89982
O 5.91689 -1.44761 -0.57583
H -5.05057 -1.49740 1.60060
H 4.04007 0.41971 -0.51946
C -3.43805 1.60655 1.82238
H 0.34760 1.68066 -0.88063
H -2.99350 0.19125 -1.76518
H -2.65355 3.50535 -0.50176
H -4.28903 0.78232 -0.73907
H -5.32596 0.89236 1.03955
H -1.49818 0.27266 0.43507
H -4.86504 3.00290 2.63361
H -2.69021 1.28866 2.55097
C -5.50597 0.30405 -3.07143
H 2.27644 -1.10703 1.89705
H -6.50854 0.58431 -2.76413
O 6.53801 -2.19814 -2.57147
C 0.48450 -2.01347 1.09951
C 1.13792 2.33120 -0.50345
H 0.78028 -2.83853 1.74594
H 8.30695 -2.48431 -1.55198
```

Its energy relative to the best compared isomer or geometry (same formula, charge and spin) is 0.00 kcal/mol. Its charge is +1. The value obtained for the molar mass is 377.611 g mol⁻¹. As for the LUMO energy: -2.21 eV.


# 3
Computed, not measured: 2 unconnected molecules or ions with the total composition C20H42B2F3N2O7, with wB97M-V/def2-TZVPD.

Structure (XYZ):
```
76
C20H42B2F3N2O7 wB97M-V/def2-TZVPD
H 2.35552 0.97196 -1.33499
H 2.20393 -0.41797 2.78314
C -4.31630 -2.95122 1.79438
H -2.96887 -0.02792 3.64738
H -3.88873 -6.78097 2.63963
H -2.92068 -4.08718 -0.10348
H 4.17733 -0.33337 -1.22403
H -1.70530 0.00007 -0.32920
O -4.69192 -5.31075 1.41261
C 0.39339 -0.32792 -0.04398
C -2.22775 2.09962 0.95638
H 2.09400 0.28453 -2.90806
C 2.70806 5.35497 -1.05312
O -0.78765 1.15875 -1.65599
H -2.70462 -5.64866 1.94166
H 0.70781 3.21679 -0.91334
F 0.19446 -1.03236 -3.42969
H -4.40992 -4.48613 3.29387
H -2.66983 -2.33355 -0.27450
O -2.90004 -2.99364 1.67090
C -2.45300 -3.20949 0.34975
H -3.49596 -6.86500 0.91179
O 2.63952 6.67372 -0.82582
C 2.18048 3.38874 -2.50117
C 0.43915 1.52640 -2.25810
H -0.22370 2.26833 0.63292
O 1.99340 -2.56649 0.04951
C 1.83606 2.40260 2.50862
H -4.77475 -2.72683 0.82552
H -3.49740 2.06874 2.69461
C 0.35303 -1.61173 -2.25114
H 0.24487 1.47084 -3.33058
C -4.87434 -4.24895 2.33144
H -1.37547 -3.37034 0.40017
H 1.99779 3.46914 2.36211
H 3.20124 1.35813 1.22064
H 0.82818 2.21509 2.88061
B 2.39971 -1.60886 -0.80052
C -3.63643 -6.18967 1.75364
H -2.75248 2.17537 -0.00012
H 0.05228 3.58647 -2.48639
H -4.56240 -2.13872 2.48493
H 2.07127 7.11263 -1.47175
H 3.68810 -2.87917 -2.89816
C 2.38255 4.89713 -2.46236
O 3.03235 4.61551 -0.18318
F 1.05559 -2.73852 -2.42871
H 2.01794 2.25785 0.33440
O 1.47044 -0.62600 2.19043
H 2.27788 3.03986 -3.53451
C 2.13059 1.61679 1.20585
H 4.50314 -1.96089 -0.68263
H -2.07522 3.12129 1.30408
H 2.97510 2.93268 -1.90798
H 1.46688 5.41063 -2.77750
C -3.09488 1.33902 1.99068
H -0.03100 -1.24226 0.36719
C 1.59616 0.53595 -1.97669
H 5.10711 -1.86606 -2.99726
C 3.84113 -1.36959 -1.31943
B 1.34011 0.25584 1.15507
N -0.88833 1.51511 0.75478
N 1.14843 -0.72739 -1.30073
C -2.37880 0.23617 2.76908
H -3.96437 0.92102 1.47845
C -0.79460 0.59968 -0.35052
H -2.25761 -0.67558 2.18037
H 2.51814 2.09199 3.30180
H 2.28922 -2.51731 0.96816
C 0.80783 2.98386 -1.97413
C 4.04072 -1.85563 -2.77735
H 3.56028 -1.21192 -3.51350
H -1.40072 0.56636 3.11864
H -5.94918 -4.12733 2.49422
H 3.16708 5.22695 -3.14531
F -0.81599 -1.90123 -1.73347
```

Its energy relative to the best compared isomer or geometry (same formula, charge and spin) is 0.00 kcal/mol. Its charge is +1. The value obtained for the molar mass is 501.181 g mol⁻¹. As for the LUMO energy: -2.86 eV.


# 4
Computed, not measured: 5 unconnected molecules or ions with the total composition C20H42BNO20S4, with wB97M-V/def2-TZVPD.

Structure (XYZ):
```
88
C20H42BNO20S4 wB97M-V/def2-TZVPD
H -1.72432 -1.34616 5.02365
C -0.15668 0.68470 2.93240
O -0.68251 4.30615 3.31608
O -1.03324 3.81906 5.72943
C 0.47381 -2.76490 -0.02643
H -3.94239 6.63690 4.89286
O 4.08461 0.19628 -0.13620
H -0.71600 0.62063 4.97985
H -4.50358 -1.40683 1.27615
H 0.71139 1.57317 0.35273
O 5.68832 0.11103 -2.00284
H -4.18979 4.31281 5.57080
S -1.48686 4.32075 4.48341
O 2.53764 1.16063 -5.84854
B 0.83888 -1.51609 -0.93063
O -0.51238 -6.91354 -3.67478
C 6.96921 -1.53512 -0.95617
H -4.47631 0.85307 3.33846
S 0.74332 -6.84548 -3.02170
O -4.93601 1.85367 0.97606
H 1.66343 -4.63845 -4.76660
O 1.20074 -7.86427 -2.14796
H 1.41362 0.07992 0.96385
C 0.51147 0.49311 0.47150
C -1.26146 0.51538 4.02134
H 1.34665 -1.79910 -2.76098
H -1.38584 1.13153 1.23382
H -4.81373 3.61813 -0.13047
C -4.36586 2.60574 -0.08768
H 2.71423 0.25666 -3.98367
C -3.96312 4.49510 4.51744
H 3.33437 -5.10356 -4.36939
H 0.26591 1.70212 2.91740
O 1.34803 3.18165 -6.57183
S 2.65758 2.67734 -6.37251
H -1.13339 -0.63833 1.43634
O -2.89443 3.62458 4.13590
H -6.41925 0.54511 0.49022
O 5.67795 -1.66014 -0.34943
O 3.80627 -1.47859 -1.94831
O 3.65491 2.73755 -7.37788
H -3.62071 -1.96781 3.29560
C -3.94543 0.08979 2.73961
C -3.41309 5.88981 4.30611
H 2.08749 2.55870 -3.51686
C 2.29260 -5.20227 -4.07327
O 3.25782 3.31822 -5.02521
C -4.96603 -0.51127 1.72131
H -4.53317 2.15355 -1.07926
H 3.83263 2.55987 -3.17262
O -1.72081 0.93722 -1.35038
C -5.31637 0.53585 0.59783
H -0.25121 -2.55811 0.77386
H -4.81542 0.18542 -0.32042
O 1.82448 -1.70943 -1.91855
C 2.05772 -4.77176 -2.64127
H 2.85657 -5.12592 -1.98481
N 0.24087 -0.14508 -0.83932
O -1.72872 -1.29720 -1.45655
H -1.28666 -1.56255 3.34319
H 4.23408 0.76011 -4.76107
O 1.88826 -6.57490 -4.11907
H 0.00666 -3.50987 -0.69948
O 0.84290 -5.43199 -2.26128
H -3.16524 0.62695 2.18724
H -2.68098 -1.17691 -1.33888
O -2.04249 5.81202 4.71443
H -3.43933 6.17164 3.25116
H -1.99668 1.33155 4.00602
H 7.20774 0.60307 -0.71200
C -3.41384 -0.97311 3.74217
C 3.08121 2.39770 -3.94157
C 7.01008 -0.12329 -1.50375
C -1.10278 -0.10030 -1.20299
H 7.04349 -2.27477 -1.75651
C -0.64778 0.35089 1.50102
H -5.86252 -0.75828 2.31616
H 7.75158 -1.71644 -0.22308
H -3.28229 2.75297 0.07633
H 0.64930 -0.04183 3.16771
H 1.41069 -3.17753 0.38739
S 4.62538 -0.69884 -1.09652
C -1.88039 -0.91697 4.01527
C 3.19102 1.03105 -4.58120
H -4.84910 4.29956 3.91808
H -3.96527 -0.96377 4.69813
H 1.95830 -3.69091 -2.53725
H 7.74509 -0.00327 -2.29567
```

Its energy relative to the best compared isomer or geometry (same formula, charge and spin) is 0.00 kcal/mol. As for the SMILES: COCCCCCCCCCN(B(C)O)C(=O)O.O=S1(=O)OCCO1.O=S1(=O)OCCO1.O=S1(=O)OCCO1.O=S1(=O)OCCO1. The value obtained for the molar mass is 755.623 g mol⁻¹. As for the LUMO energy: -0.07 eV.


# 5
Computed, not measured: 5 unconnected molecules or ions with the total composition C20H42BrFN2O14S5, with wB97M-V/def2-TZVPD.

Structure (XYZ):
```
85
C20H42BrFN2O14S5 wB97M-V/def2-TZVPD
C -4.15247 -1.76141 -2.04465
H -0.22678 -0.82061 -2.56673
S -0.79411 2.51925 6.33896
C -3.01840 -2.96232 -4.05653
S 3.92943 -6.18969 -3.33967
H 0.95351 -0.48568 2.16312
O 3.69708 -4.86614 -2.84049
O -0.75720 0.75523 0.52486
H -0.46002 -1.86111 -3.94597
H -2.14133 9.52124 -1.03992
H 7.32188 -7.39412 -3.57936
H -3.50928 1.25283 -0.03980
H 2.44815 6.58541 1.04799
H 6.89579 -5.28306 -4.90181
C 1.68380 6.21089 1.72346
O -2.03358 1.84919 6.09568
C 0.62948 -0.40030 3.20104
H -4.38387 -1.87599 -5.25686
C -2.21469 4.19156 3.93064
O 5.12435 -6.12911 -4.39638
H -1.21423 9.66120 0.45621
H 6.14838 -4.55946 -3.48698
H -3.06930 4.58201 4.48347
H 0.37680 3.19572 8.25865
C 6.35514 -5.50898 -3.98403
O 0.71969 8.61716 1.97433
H 1.25894 -1.05066 3.80870
N -4.62427 -1.44768 -3.23991
O -1.70728 0.15958 2.71255
H 6.71148 -6.58816 -2.14301
C 0.26911 -1.56408 -3.19235
O 0.02750 7.18163 0.09864
F -2.11795 -5.81501 -4.18079
H -0.36605 9.54045 -1.07713
H -0.75260 5.56441 4.68109
H -2.36219 3.11605 3.81847
H -0.75536 -2.91115 -0.88850
H 1.10035 -1.08399 -3.70304
H 1.74168 -6.76504 -3.86077
C -3.28590 1.12802 1.01820
H -4.11624 0.64488 1.52638
O 0.06153 -5.97507 -3.23955
C -0.34851 -3.54364 -1.67219
H -0.06769 4.03396 4.16180
H -0.45842 1.63168 8.46678
H 0.78278 0.63326 3.50941
S -1.86536 0.09614 1.13950
C 0.75007 -2.75848 -2.39040
H 8.17103 -5.97692 -2.92712
O -0.41265 -4.29927 -4.87454
H -2.05042 7.32021 0.20813
C -4.04604 -2.08215 -4.25047
H 1.34240 -3.40169 -3.03595
H 1.36609 5.21128 1.43786
C -0.92273 4.49090 4.66353
H -4.62857 -1.27462 -1.19731
C -3.13808 -2.62329 -1.75314
H -2.59945 -3.43879 -4.93043
H -1.39535 3.14861 8.51915
H -1.34309 7.23193 -1.39616
H 2.50950 -5.81102 -5.16273
O -2.21693 -1.24276 0.76121
O -0.80513 6.69208 2.35920
O 0.41438 2.07165 5.71400
H -2.19360 4.64199 2.93932
C 7.19112 -6.42059 -3.10674
C 2.64804 -6.62393 -4.45406
S 0.29499 7.29035 1.66162
C -1.22613 7.67878 -0.41061
C -0.82713 -0.78976 3.35423
O 4.16497 -7.27564 -2.44023
C -0.54100 2.64360 8.07634
N -1.42512 -4.12919 -2.51315
H 2.05291 6.21342 2.74703
H -1.09408 -0.78553 4.40922
H -3.05782 2.08981 1.47043
H -1.00567 -1.79760 2.97550
H 2.91909 -7.54465 -4.96555
Br 1.97303 -2.08099 -1.01298
C -1.23865 9.19021 -0.52597
O -0.97848 4.06724 6.04459
H 0.13866 -4.37124 -1.15938
H -2.84144 -2.79940 -0.73654
C -2.51944 -3.24758 -2.81160
S -0.86301 -5.03628 -3.74978
```

As for the SMILES: C[C@@H](Br)CN(c1ccncc1)S(=O)(=O)F.CCOS(C)(=O)=O.CCOS(C)(=O)=O.CCOS(C)(=O)=O.CCOS(C)(=O)=O. The value obtained for the molar mass is 793.793 g mol⁻¹. As for the LUMO energy: 0.38 eV.


# 6
Computed, not measured: a molecular structure, C20H42CuIN4O2P2S2, with wB97M-V/def2-TZVPD.

Structure (XYZ):
```
74
C20H42CuIN4O2P2S2 wB97M-V/def2-TZVPD
C 2.86282 -2.99529 -4.19558
C 5.31751 -0.90496 1.31292
H 3.79985 -2.74189 -0.16792
C 4.02801 3.32117 -0.89232
H -1.76820 4.47691 4.37018
H 2.53467 2.01618 0.00270
C 5.94833 -2.80255 -0.21528
H 5.21815 1.24784 -2.49435
P -0.82098 1.86372 2.17106
C 1.10808 -2.07374 -2.32251
C 1.38025 -3.16946 -4.56760
C 4.61281 -2.40622 -0.82725
H -0.12924 4.90950 4.88035
C -3.41150 1.45600 2.14664
I -2.90184 -2.58766 -1.47588
C 6.10132 -2.21949 1.19886
H -5.54878 1.56919 2.14442
C 4.18224 1.40780 -2.84068
C 4.40716 3.85740 -2.28549
H 1.22861 -2.95147 -5.62977
N 3.20976 1.17074 -1.78327
C 4.03921 2.83158 -3.36679
N 2.12172 -0.48930 0.13756
H 3.89535 4.80396 -2.48184
H 1.08676 -4.21299 -4.42049
H 4.02777 0.70977 -3.66112
H 4.88942 2.81187 -0.45235
H -4.80548 2.16787 3.64150
H 3.00019 2.97117 -3.67909
Cu 0.42249 0.41137 0.13387
P 2.91295 -0.38954 -1.16312
H -3.32024 0.46092 2.58877
C -4.70088 2.12462 2.55434
H 6.03441 -3.89236 -0.19777
C 0.49522 -2.26220 -3.69948
H 4.84584 0.78767 0.07988
H 6.74944 -2.43227 -0.86384
S -0.31783 0.12411 2.89512
H 1.99252 2.86965 -1.41216
H 4.19677 -1.45197 -3.46820
H 1.26766 -3.04956 -1.84568
H 4.66163 2.96174 -4.25740
N 2.37495 -1.33235 -2.45444
H -0.51244 -2.66453 -3.58952
H -4.73953 3.14631 2.16913
H 3.13739 -3.71447 -3.41874
H 3.51308 -3.19132 -5.05392
H 4.27292 -1.08442 1.57968
O -0.03732 2.99787 3.04007
H -3.33434 1.32177 1.06501
H 7.16174 -2.04952 1.41273
H 3.76461 4.13746 -0.21524
H -1.61593 -0.86406 0.13868
H 0.42024 -1.53166 -1.67882
H 5.74476 -0.26070 2.08647
C -0.85572 4.99422 4.06905
C 2.85626 2.34867 -0.98190
H -1.08294 6.05453 3.91262
C 5.30717 -0.19120 -0.03351
H 0.39026 -1.27548 -4.16230
H 2.87098 -0.87861 -4.47586
O -2.33005 2.27013 2.62631
H 6.33716 -0.01961 -0.37747
H 0.60909 4.85369 2.47787
H 5.74310 -2.93628 1.94337
S -0.67344 2.37361 0.22695
H 4.47736 -2.91761 -1.78124
C 3.13261 -1.58817 -3.67234
N 4.54870 -0.94682 -1.05052
H -1.75065 -0.16096 -1.47216
C -0.31950 4.37256 2.79629
H -1.03703 4.48706 1.98346
H 5.48060 4.06832 -2.32801
C -2.34088 -0.53787 -0.62402
```

Its charge is -2. The value obtained for the molar mass is 687.114 g mol⁻¹. As for the LUMO energy: 4.54 eV.


| no. | F_max (eV/A) | E (eV) |
| --- | --- | --- |
| 1 | 5.84 | -64896.124 |
| 2 | 0.66 | -40423.814 |
| 3 | 1.24 | -48235.300 |
| 4 | 4.87 | -107874.624 |
| 5 | 2.05 | -180000.830 |
| 6 | 0.65 | -124468.534 |